DFT (wB97M-V/def2-TZVPD) results for C16H22ClCoO as an isolated structure at a distorted geometry.

Structure (ORCA input):
```
! wB97M-V def2-TZVPD RIJCOSX def2/J DEFGRID3
* xyz -2 5
Co 0.259 1.601 0.898
C -0.026 3.173 -0.367
C 0.575 2.400 -1.460
C -0.378 1.484 -1.910
H 1.581 2.531 -1.830
C -1.603 1.655 -1.178
C -1.418 2.694 -0.247
H -2.165 3.161 0.375
H 0.359 4.088 0.068
H -0.250 0.795 -2.780
H -2.536 1.126 -1.383
C 0.157 0.851 2.824
C -1.003 1.696 2.488
C -2.009 0.831 1.923
H -1.146 2.704 2.868
C -1.462 -0.479 1.886
C -0.164 -0.495 2.407
H 0.475 -1.356 2.538
H 0.989 1.160 3.445
H -3.001 1.114 1.615
H -2.046 -1.405 1.566
O 1.267 -0.335 -0.240
C -0.216 -2.847 -1.273
C 1.137 -2.514 -1.922
C -1.352 -1.945 -1.623
C -0.109 -3.372 0.144
C 1.830 -0.984 -1.141
H 1.014 -2.230 -2.999
H 1.920 -3.277 -1.704
H 2.805 -1.319 -0.895
H 1.996 -0.396 -2.024
H -1.988 -2.787 -2.124
H -1.175 -1.157 -2.431
H -2.061 -1.470 -0.835
H -0.176 -4.491 -0.144
H -1.011 -3.177 0.846
H 0.853 -3.226 0.769
Cl 2.847 2.863 1.637
C 2.197 1.428 0.877
H 2.576 1.350 -0.139
H 2.459 0.555 1.473
*
```

The calculation puts the HOMO-LUMO gap (spin up / spin down) at 4.6 / 5.7 eV. The HOMO energy (spin up / spin down) comes out at 0.925 / -0.147 eV.

Population analysis type natural (NBO), resulting atomic charges in e:
1 Co 1.275
2 C -0.528
3 C -0.303
4 C -0.297
5 H 0.202
6 C -0.360
7 C -0.343
8 H 0.198
9 H 0.215
10 H 0.193
11 H 0.192
12 C -0.410
13 C -0.492
14 C -0.317
15 H 0.203
16 C -0.317
17 C -0.304
18 H 0.205
19 H 0.212
20 H 0.193
21 H 0.185
22 O -0.842
23 C -0.007
24 C -0.561
25 C -0.662
26 C -0.661
27 C 0.095
28 H 0.177
29 H 0.173
30 H 0.069
31 H 0.064
32 H 0.174
33 H 0.221
34 H 0.229
35 H 0.178
36 H 0.205
37 H 0.221
38 Cl -0.214
39 C -0.849
40 H 0.198
41 H 0.192

***

DFT (wB97M-V/def2-TZVPD) results for one molecule with the formula C3H6OS2 at a distorted geometry.

Structure (ORCA input):
```
! wB97M-V def2-TZVPD RIJCOSX def2/J DEFGRID3
* xyz 0 1
C 2.189 -0.652 -0.670
S 1.210 0.585 0.250
C -0.436 -0.158 0.097
S -0.726 -1.503 -0.721
C -1.452 0.605 0.910
O -1.544 1.976 0.581
H 2.225 -1.531 0.056
H 3.216 -0.312 -0.722
H 1.812 -0.935 -1.614
H -1.361 0.418 1.997
H -2.480 0.275 0.580
H -0.608 2.203 0.571
*
```

Its structure (SMILES) is CSC(=S)CO. The calculation puts the HOMO-LUMO gap at 8.6 eV. The HOMO energy comes out at -8.934 eV.

Population analysis type natural (NBO), resulting atomic charges in e:
1 C -0.730
2 S 0.237
3 C -0.304
4 S 0.068
5 C -0.161
6 O -0.680
7 H 0.233
8 H 0.233
9 H 0.242
10 H 0.194
11 H 0.209
12 H 0.458

***

DFT (wB97M-V/def2-TZVPD) results for a 2-piece molecular cluster, C8H16N2 overall at a distorted geometry.

Structure (ORCA input):
```
! wB97M-V def2-TZVPD RIJCOSX def2/J DEFGRID3
* xyz 0 1
C 0.439 3.014 0.966
C 1.349 2.130 1.755
C 1.294 0.683 1.638
C 0.643 -0.187 0.799
N 0.958 -1.525 1.154
C 1.767 -1.382 2.295
N 1.998 -0.088 2.588
H 0.392 4.005 1.390
H -0.500 2.541 1.032
H 0.510 3.180 -0.137
H 2.483 2.400 1.481
H 1.376 2.447 2.790
H 0.097 0.052 -0.163
H 0.848 -2.471 0.656
H 2.189 -2.290 2.813
C -1.877 -1.950 -3.971
C -2.740 -1.141 -2.970
C -2.437 0.335 -2.343
H -0.798 -2.037 -3.894
H -1.873 -1.360 -4.872
H -2.465 -2.944 -4.207
H -3.840 -1.102 -3.265
H -2.781 -1.916 -2.027
H -1.411 0.197 -2.023
H -2.495 0.983 -3.214
H -3.047 0.593 -1.563
*
```

Its structure (SMILES) is CCc1c[nH]cn1.CCC. The calculation puts the HOMO-LUMO gap at 9.2 eV. The HOMO energy comes out at -8.511 eV.

Population analysis type natural (NBO), resulting atomic charges in e:
1 C -0.612
2 C -0.427
3 C 0.081
4 C -0.113
5 N -0.568
6 C 0.171
7 N -0.462
8 H 0.216
9 H 0.204
10 H 0.209
11 H 0.209
12 H 0.237
13 H 0.216
14 H 0.435
15 H 0.202
16 C -0.631
17 C -0.386
18 C -0.596
19 H 0.217
20 H 0.199
21 H 0.221
22 H 0.199
23 H 0.171
24 H 0.193
25 H 0.202
26 H 0.212

***

DFT (wB97M-V/def2-TZVPD) results for a 2-piece molecular cluster, C3H6NO2 overall at a distorted geometry.

Structure (ORCA input):
```
! wB97M-V def2-TZVPD RIJCOSX def2/J DEFGRID3
* xyz -1 1
C -1.222 0.737 -1.690
C 0.053 0.573 -1.292
N 0.803 1.616 -0.678
H -1.889 1.470 -1.233
H -1.587 0.316 -2.621
H 0.487 -0.427 -1.232
H 0.458 1.803 0.264
H 1.717 1.207 -0.505
O 0.539 -1.769 3.472
C 0.294 -1.812 2.249
O 0.277 -0.869 1.428
H 0.070 -2.846 1.838
*
```

The calculation puts the HOMO-LUMO gap at 8.2 eV. The HOMO energy comes out at -4.070 eV.

Population analysis type natural (NBO), resulting atomic charges in e:
1 C -0.517
2 C 0.030
3 N -0.847
4 H 0.178
5 H 0.189
6 H 0.214
7 H 0.385
8 H 0.360
9 O -0.785
10 C 0.628
11 O -0.817
12 H -0.018

***

DFT (wB97M-V/def2-TZVPD) results for a 2-piece molecular cluster, C5H5N overall at a distorted geometry.

Structure (ORCA input):
```
! wB97M-V def2-TZVPD RIJCOSX def2/J DEFGRID3
* xyz 0 1
C 1.023 0.817 0.658
C 1.841 0.000 0.109
C -2.254 0.474 0.037
C 2.735 -0.754 -0.355
C 0.187 1.449 1.316
N -2.260 -0.760 -0.099
H -2.932 1.020 -0.577
H 3.771 -0.934 0.087
H 2.709 -1.250 -1.365
H -1.795 1.048 0.898
H -3.026 -1.110 -0.709
*
```

The calculation puts the HOMO-LUMO gap at 7.9 eV. The HOMO energy comes out at -9.406 eV.

Population analysis type natural (NBO), resulting atomic charges in e:
1 C -0.416
2 C 0.273
3 C -0.045
4 C -0.528
5 C 0.111
6 N -0.614
7 H 0.131
8 H 0.277
9 H 0.272
10 H 0.200
11 H 0.338

***

DFT (wB97M-V/def2-TZVPD) results for C9H9CaCl5GeO2Te as an isolated structure.

Structure (ORCA input):
```
! wB97M-V def2-TZVPD RIJCOSX def2/J DEFGRID3
* xyz 1 2
Ca -0.495 0.191 0.045
Cl 2.330 -5.593 -3.953
C 1.441 -4.395 -3.074
C 0.068 -4.600 -2.852
C -0.677 -3.682 -2.162
Cl -2.363 -3.973 -1.915
C -0.100 -2.494 -1.649
O -0.833 -1.637 -1.005
C 1.289 -2.309 -1.880
C 2.012 -1.171 -1.421
O 1.567 -0.206 -0.762
C 2.045 -3.272 -2.600
H -0.404 -5.495 -3.234
H 3.078 -1.144 -1.676
H 3.102 -3.107 -2.765
Cl 1.367 -1.291 3.628
Ge -0.337 -0.087 3.278
Cl -1.947 -0.714 4.488
Cl 0.113 1.958 3.662
C -2.363 4.040 -1.274
Te -1.281 2.445 -2.166
C 0.569 3.495 -2.264
H -1.869 4.355 -0.361
H -3.370 3.693 -1.065
H -2.394 4.849 -1.997
H 0.466 4.275 -3.012
H 1.343 2.794 -2.564
H 0.803 3.923 -1.293
*
```

The calculation puts the HOMO-LUMO gap (spin up / spin down) at 7.5 / 4.2 eV. The HOMO energy (spin up / spin down) comes out at -11.024 / -11.023 eV.

Population analysis type natural (NBO), resulting atomic charges in e:
1 Ca 1.704
2 Cl 0.037
3 C -0.087
4 C -0.152
5 C -0.141
6 Cl 0.042
7 C 0.487
8 O -0.927
9 C -0.319
10 C 0.452
11 O -0.777
12 C -0.140
13 H 0.253
14 H 0.159
15 H 0.234
16 Cl -0.304
17 Ge 0.977
18 Cl -0.297
19 Cl -0.329
20 C -0.851
21 Te 0.393
22 C -0.851
23 H 0.230
24 H 0.244
25 H 0.243
26 H 0.243
27 H 0.244
28 H 0.230

***

Relative energy (zero: lowest compared OMol25 entry of this formula, charge and spin) / kcal per mole: 18.1; 29.5; 54.4; 47.4; 163.9; 47.5
Molecular weight / Da: 324.7; 122.2; 140.2; 88.1; 79.1; 566.7